Record 1
Formula: C8H24FO8Sr2
Source: OMol25
Level of theory: wB97M-V/def2-TZVPD

Structure (XYZ):
```
43
Properties=species:S:1:pos:R:3
C -10.542 18.876 18.673
O -13.117 20.937 23.682
H -8.353 18.772 24.027
H -11.973 16.627 25.560
H -9.087 19.226 22.606
C -12.313 22.047 24.168
O -9.606 18.670 19.830
H -11.436 16.398 23.191
F -10.528 21.238 21.470
H -10.123 18.892 20.608
H -10.493 19.936 18.423
O -11.662 18.213 22.647
H -12.657 18.217 18.234
H -12.322 22.104 25.256
Sr -8.515 22.696 22.079
H -9.045 20.740 24.700
C -11.448 17.361 23.701
O -7.110 20.639 21.443
H -13.101 18.391 20.572
H -11.915 18.516 26.447
C -12.833 23.404 23.627
C -7.048 19.644 22.473
H -11.887 17.240 19.369
H -11.686 19.117 22.969
O -12.507 23.596 22.293
O -12.623 18.996 20.000
H -13.403 17.139 24.652
C -8.338 19.592 23.308
H -6.721 18.627 22.260
C -11.928 18.279 19.042
Sr -12.908 21.456 20.823
C -12.382 17.410 24.921
H -11.722 24.148 22.253
H -13.906 23.540 23.762
H -12.817 20.138 24.122
O -8.703 20.886 23.815
H -6.267 20.645 20.984
H -6.254 20.096 23.068
O -12.453 18.648 25.663
H -11.265 21.807 23.983
H -10.446 17.580 24.071
H -12.594 24.276 24.236
H -10.248 18.386 17.745
```

Its charge is +3. The calculation puts the LUMO energy at -10.33 eV. Its gap between HOMO and LUMO is 7.69 eV.

Here is what Mulliken gives for the atomic charges, in e:
1. C -0.356
2. O -0.517
3. H 0.530
4. H 0.533
5. H -0.366
6. C 0.706
7. O -0.514
8. H 0.395
9. F -0.612
10. H 0.242
11. H 0.202
12. O -0.140
13. H 0.403
14. H 0.511
15. Sr 1.654
16. H 0.231
17. C -0.195
18. O -0.514
19. H 0.178
20. H 0.322
21. C -0.853
22. C -0.712
23. H 0.307
24. H 0.145
25. O -0.408
26. O -0.247
27. H 0.268
28. C 0.398
29. H 0.371
30. C -0.601
31. Sr 1.703
32. C -0.643
33. H 0.229
34. H 0.283
35. H 0.034
36. O -0.557
37. H 0.287
38. H 0.428
39. O -0.516
40. H -0.392
41. H -0.011
42. H 0.436
43. H 0.359

***

Record 2
Formula: C2H6FNiO2
Source: OMol25
Level of theory: wB97M-V/def2-TZVPD

Structure (XYZ):
```
12
Properties=species:S:1:pos:R:3
H 1.068 1.456 1.378
C -0.885 0.079 0.291
F -0.676 -2.486 0.390
O 0.457 -0.200 0.335
H -1.461 0.021 -2.125
H 1.526 1.409 -0.372
H -1.118 1.117 0.022
Ni -0.020 -1.939 -1.139
C 1.415 0.826 0.550
H 2.362 0.325 0.766
H -1.356 -0.060 1.270
O -1.312 -0.547 -1.365
```

Its charge is +1. The calculation puts the LUMO energy (alpha / beta) at -5.70 / -6.41 eV. Its gap between HOMO and LUMO (alpha / beta) is 10.28 / 9.53 eV. The spin multiplicity is 3.

Here is what Mulliken gives for the atomic charges, in e:
1. H 0.304
2. C 0.174
3. F -0.556
4. O -0.280
5. H 0.329
6. H 0.343
7. H 0.385
8. Ni 0.988
9. C -0.672
10. H 0.247
11. H 0.303
12. O -0.566

***

Record 3
Formula: C24H41F3O20S
Source: OMol25
Level of theory: wB97M-V/def2-TZVPD

Structure (XYZ):
```
89
Properties=species:S:1:pos:R:3
O 0.057 0.389 10.232
H -2.663 0.330 -3.188
S 3.013 -3.272 0.898
O -7.844 -1.116 -2.768
H -7.645 -0.506 -0.185
H -2.685 -1.434 -3.153
C 0.492 -0.849 9.977
H -7.489 0.981 -1.168
H 0.272 -2.664 3.364
H 0.178 1.622 0.313
C 0.239 1.202 -6.983
C 1.531 5.448 2.214
H 0.138 4.624 4.285
C 3.727 -3.963 6.830
C 2.208 -2.330 10.477
H -1.404 1.752 9.853
O -0.664 -5.277 3.008
O 0.364 -1.665 0.681
O 1.509 2.658 -10.337
O 1.428 4.270 1.989
O 3.275 -4.485 5.694
C 0.893 0.540 -11.806
C -6.661 -1.097 -2.551
O 1.625 -1.036 10.655
H -1.968 0.074 9.881
H 1.605 0.476 0.188
H -1.208 -0.583 -2.694
O 1.518 1.688 -12.382
O -0.047 -1.652 9.259
O -6.058 -0.485 -1.529
H -0.959 4.980 2.917
C 0.552 0.665 -0.042
H -1.032 0.690 8.486
H 3.117 -2.361 11.073
H -0.522 -3.503 0.645
C -6.215 -2.388 -4.431
O 1.533 -5.217 3.340
O -1.326 -0.192 1.049
C -0.892 0.374 -5.130
H 1.767 5.235 -10.932
H -6.725 -1.706 -5.110
H 4.045 6.402 0.444
F 4.443 -2.874 6.692
H 0.748 -0.181 -12.607
C 0.325 -4.696 2.946
C 1.764 2.672 -11.514
H 3.136 -2.603 4.719
H -0.077 0.800 -11.386
C 2.596 -3.544 4.858
H 1.197 1.250 -6.468
C -1.159 0.732 9.567
F 4.526 -4.868 7.368
F 2.766 -3.772 7.709
H -1.280 -2.444 1.810
C 2.498 -4.195 3.439
C -0.251 -0.473 0.652
H 0.404 0.607 -1.126
H 1.533 -3.108 10.830
C -2.067 -0.565 -3.364
H 3.377 4.531 -10.590
H 2.830 5.218 -0.060
O 2.446 6.269 1.693
C 3.359 5.636 0.795
H 1.581 -3.302 5.206
C 2.667 4.806 -11.369
H -0.262 2.168 -6.950
H 3.927 4.861 1.308
H 2.232 -2.012 2.822
O -5.717 -1.686 -3.291
O -1.662 -0.641 -4.731
H 4.307 -3.322 1.305
H -0.846 6.095 4.287
C -6.949 0.195 -0.642
O -0.534 1.300 -4.448
O -0.589 0.183 -6.416
H 3.503 -4.608 3.342
H 1.533 0.095 -11.044
C 2.110 -3.037 2.472
O 0.749 6.162 3.026
C -0.317 -2.703 1.368
H 0.415 0.937 -8.023
H -6.881 -3.194 -4.127
C -0.286 5.407 3.659
C 0.585 -3.267 2.492
H -5.356 -2.816 -4.943
O 2.344 3.674 -12.178
H 2.468 -2.495 9.435
H 3.128 5.544 -12.021
H -6.341 0.647 0.138
```

Its charge is 0. The calculation puts the LUMO energy at 0.17 eV. Its gap between HOMO and LUMO is 9.79 eV. The structure (SMILES) is CC(=O)OC[C@H]1C(=O)O[C@H](COC(F)(F)F)[C@H]1S.COC(=O)OC.COC(=O)OC.COC(=O)OC.COC(=O)OC.COC(=O)OC.

Here is what Mulliken gives for the atomic charges, in e:
1. O -0.324
2. H 0.286
3. S -0.247
4. O -0.548
5. H 0.300
6. H 0.235
7. C 0.802
8. H 0.297
9. H 0.144
10. H 0.290
11. C -0.547
12. C 0.820
13. H 0.281
14. C 1.005
15. C -0.386
16. H 0.218
17. O -0.502
18. O -0.210
19. O -0.517
20. O -0.536
21. O -0.319
22. C -0.604
23. C 0.701
24. O -0.334
25. H 0.289
26. H 0.292
27. H 0.117
28. O -0.304
29. O -0.541
30. O -0.232
31. H 0.291
32. C -0.766
33. H 0.289
34. H 0.264
35. H 0.395
36. C -0.683
37. O -0.446
38. O -0.572
39. C 0.772
40. H 0.291
41. H 0.319
42. H 0.216
43. F -0.268
44. H 0.200
45. C 0.017
46. C 0.806
47. H 0.398
48. H 0.286
49. C -0.887
50. H 0.305
51. C -0.623
52. F -0.292
53. F -0.250
54. H 0.400
55. C 0.044
56. C 0.733
57. H 0.143
58. H 0.290
59. C -0.449
60. H 0.290
61. H 0.291
62. O -0.313
63. C -0.618
64. H 0.303
65. C -0.619
66. H 0.288
67. H 0.283
68. H 0.420
69. O -0.207
70. O -0.317
71. H 0.164
72. H 0.215
73. C -0.661
74. O -0.538
75. O -0.314
76. H 0.506
77. H 0.283
78. C 0.080
79. O -0.313
80. C -0.911
81. H 0.139
82. H 0.308
83. C -0.616
84. C 0.336
85. H 0.206
86. O -0.331
87. H 0.072
88. H 0.220
89. H 0.208

***

Record 4
Formula: C6H4IO2S2
Source: OMol25
Level of theory: wB97M-V/def2-TZVPD

Structure (XYZ):
```
15
Properties=species:S:1:pos:R:3
C 0.355 1.784 -0.084
S 0.384 -3.280 -0.767
C 1.450 1.011 0.215
H -2.325 -1.730 -0.224
I 3.402 1.546 -0.195
H 0.445 2.765 -0.308
O 0.828 -0.851 1.852
S 1.294 -0.766 0.485
H -2.685 0.249 -0.122
C -1.350 -1.208 -0.188
H -1.604 2.184 -0.328
O 2.563 -1.480 0.275
C -0.991 1.391 -0.137
C -0.096 -1.792 -0.359
C -1.669 0.176 -0.114
```

Its charge is -1. The calculation puts the LUMO energy at 2.65 eV. Its gap between HOMO and LUMO is 6.21 eV.

Here is what Mulliken gives for the atomic charges, in e:
1. C -0.321
2. S -0.343
3. C -0.275
4. H 0.229
5. I 0.058
6. H 0.400
7. O -0.625
8. S 1.140
9. H 0.313
10. C -0.421
11. H 0.282
12. O -0.671
13. C -0.569
14. C 0.000
15. C -0.198

***

Record 5
Formula: C4H16AgO10P
Source: OMol25
Level of theory: wB97M-V/def2-TZVPD

Structure (XYZ):
```
32
Properties=species:S:1:pos:R:3
H -19.254 4.890 -0.582
O -22.095 3.670 -4.239
O -19.720 6.464 -2.770
O -16.137 5.195 -2.849
H -16.829 3.405 -0.550
H -20.520 6.688 -3.246
C -17.856 3.582 -0.233
O -17.133 2.851 -4.028
O -19.704 4.248 -5.121
H -17.967 7.325 -4.386
H -14.358 4.346 -3.136
H -18.935 2.163 -2.341
H -17.371 2.517 -4.896
P -20.673 3.188 -4.553
C -15.739 3.182 -4.196
O -18.374 1.757 -1.676
O -18.477 4.565 -1.041
H -19.724 7.044 -2.008
O -17.685 6.477 -4.729
C -18.706 2.318 -0.405
H -15.688 5.772 -2.227
H -17.798 6.553 -5.677
O -20.629 1.873 -5.354
H -15.395 3.331 -2.118
H -19.768 2.561 -0.391
H -18.616 1.639 0.443
H -17.742 3.937 0.792
Ag -18.452 4.665 -3.431
O -19.869 2.970 -3.252
H -15.553 3.853 -5.035
H -15.118 2.295 -4.073
C -15.376 3.988 -2.988
```

Its charge is -1. The calculation puts the LUMO energy (alpha / beta) at 2.20 / 2.21 eV. Its gap between HOMO and LUMO (alpha / beta) is 5.33 / 5.22 eV. The spin multiplicity is 2.

Here is what Mulliken gives for the atomic charges, in e:
1. H 0.236
2. O -0.850
3. O -0.354
4. O -0.401
5. H -0.026
6. H 0.264
7. C -0.264
8. O -0.320
9. O -0.612
10. H 0.262
11. H 0.488
12. H 0.623
13. H 0.216
14. P 0.548
15. C -0.430
16. O -0.624
17. O -0.388
18. H 0.215
19. O -0.423
20. C -0.474
21. H 0.236
22. H 0.245
23. O -0.811
24. H 0.232
25. H 0.275
26. H 0.387
27. H 0.339
28. Ag 0.862
29. O -0.477
30. H 0.351
31. H 0.285
32. C -0.609

***

Record 6
Formula: C45H58FeN4P3SeSi
Source: OMol25
Level of theory: wB97M-V/def2-TZVPD

Structure (XYZ):
```
113
Properties=species:S:1:pos:R:3
H -2.074 1.488 1.925
H 1.320 5.189 -0.250
H -0.769 0.563 4.014
H 1.797 -0.501 -5.011
H -2.030 4.005 -0.935
C -5.650 0.221 0.445
H 0.621 -3.367 3.584
H 4.744 -3.638 2.505
C -1.705 2.485 2.167
H 0.494 -0.225 5.862
H 2.745 3.508 -1.249
N -5.531 0.558 -3.096
C 1.744 2.449 0.916
H -2.720 -0.904 -3.538
C -0.294 -4.953 0.476
C -0.642 -1.591 -3.796
C 0.204 0.127 3.772
P -0.140 -0.781 2.146
H 1.351 1.639 4.753
H 1.411 4.404 1.773
C 2.642 1.396 0.745
C -1.812 -1.505 2.588
C 1.301 -1.920 2.146
H 0.442 0.852 -5.618
H 2.750 -3.833 -0.427
H -0.700 2.183 -5.575
C 1.458 -3.004 3.002
H 3.694 4.615 2.642
H -2.170 -2.473 0.661
C -2.130 -1.821 -3.521
C 4.085 -0.474 -1.929
H -2.549 3.059 2.553
H -2.267 -2.293 -2.547
H -2.434 -0.647 2.305
C 2.121 3.606 1.598
H 2.211 0.873 3.419
Si 1.961 -0.213 -0.004
H 0.961 2.064 3.095
H -0.550 -1.100 -4.763
H -1.624 -2.732 4.387
H 2.088 3.739 -2.870
C 3.776 -3.166 2.397
C 2.432 -0.471 -4.136
C -2.331 3.533 -0.002
C 1.977 -4.470 -0.025
H 5.711 -0.617 -3.323
H 2.155 2.127 -2.152
C -0.506 1.178 -5.193
C 1.237 1.243 3.741
H 1.671 -1.053 4.846
C -0.507 1.245 -3.664
H -0.604 -6.917 1.279
H 0.046 -1.704 5.027
C 0.580 3.457 -1.352
C -2.145 -1.835 4.046
H -1.304 0.539 -5.574
C -4.770 0.233 -0.663
H -1.946 -1.027 4.745
H 4.222 -0.631 -5.303
H -3.214 -2.050 4.094
C -1.160 3.178 0.922
H 5.328 2.788 2.299
C 2.290 -5.738 0.442
C 3.606 -2.128 1.488
H 0.733 5.524 -1.866
C 1.868 -0.377 -2.866
H -1.984 1.737 -2.124
Se 0.077 -2.436 -0.853
H -0.966 2.410 2.961
C 0.658 -4.045 0.023
C 0.090 -2.926 -3.956
C -3.413 0.113 -0.441
H -2.542 -2.487 -4.282
C 2.707 -0.397 -1.734
C -2.236 -2.686 1.724
H -2.920 2.650 -0.242
H -2.099 2.710 -3.599
H -0.208 -3.351 -4.918
N 1.395 -6.599 0.919
P 0.035 -0.250 -2.664
C 1.968 3.177 -1.940
C 0.125 -6.200 0.916
H 0.233 1.989 -3.393
H -2.682 1.058 -3.582
C 2.366 -1.516 1.316
C -1.893 1.710 -3.206
H 2.800 -4.481 3.785
H -2.991 4.227 0.523
C -5.206 0.396 -2.000
H 4.751 -0.466 -1.073
C 0.537 4.938 -0.964
H -0.178 -3.638 -3.181
C 0.618 -0.788 4.933
N -2.272 0.009 -0.257
C 2.690 -3.633 3.121
N -6.336 0.195 1.373
H -0.422 5.267 -0.569
C 3.806 -0.557 -4.307
C 4.323 2.695 1.908
H -1.345 -4.703 0.478
C 3.939 1.542 1.245
H 4.450 -1.829 0.875
C 4.638 -0.554 -3.200
H 4.653 0.731 1.146
Fe -0.278 -0.131 -0.210
H -0.185 3.309 -2.108
H -3.271 -2.943 1.961
H -1.618 -3.556 1.947
C 3.406 3.724 2.099
P 0.170 2.238 0.022
H -0.678 4.109 1.232
H 3.321 -6.079 0.424
H 1.174 -2.817 -3.957
```

Its charge is 0. The calculation puts the LUMO energy (alpha / beta) at -0.29 / -0.01 eV. Its gap between HOMO and LUMO (alpha / beta) is 7.49 / 7.70 eV. The spin multiplicity is 2.

These are the Mulliken partial charges, in e, on atoms 1 to 99:
1. H 0.343
2. H 0.315
3. H 1.001
4. H 0.358
5. H 0.329
6. C -0.217
7. H 0.370
8. H 0.426
9. C -1.915
10. H 0.477
11. H 0.257
12. N -0.655
13. C -0.256
14. H 0.122
15. C -0.497
16. C 0.694
17. C 0.260
18. P 1.063
19. H 0.700
20. H 0.544
21. C 1.206
22. C 1.339
23. C -0.839
24. H 0.348
25. H 0.493
26. H 0.468
27. C 0.260
28. H 0.393
29. H -0.078
30. C -1.030
31. C -0.191
32. H 0.621
33. H -0.090
34. H 0.121
35. C -0.099
36. H 0.169
37. Si -1.384
38. H -0.285
39. H 0.719
40. H 0.327
41. H 0.584
42. C -0.862
43. C -0.521
44. C -1.789
45. C -0.481
46. H 0.426
47. H 0.381
48. C -2.021
49. C -0.796
50. H 0.328
51. C 1.127
52. H 0.391
53. H 0.417
54. C 0.682
55. C -2.031
56. H 0.416
57. C -0.275
58. H 0.420
59. H 0.424
60. H 0.516
61. C 0.224
62. H 0.411
63. C -0.554
64. C -0.142
65. H 0.523
66. C 0.209
67. H -0.414
68. Se -0.305
69. H 0.219
70. C 0.456
71. C -1.764
72. C 1.275
73. H 0.570
74. C 0.628
75. C -1.657
76. H 0.144
77. H 0.449
78. H 0.511
79. N -0.673
80. P 1.090
81. C -1.949
82. C -0.751
83. H 0.168
84. H 0.645
85. C 0.820
86. C -1.474
87. H 0.451
88. H 0.629
89. C 0.014
90. H 0.297
91. C -1.828
92. H 0.358
93. C -2.104
94. N 0.390
95. C -0.999
96. N -0.610
97. H 0.383
98. C -1.000
99. C -0.788

***

Record 7
Formula: C8H20Cl2N4O2SSiTc
Source: OMol25
Level of theory: wB97M-V/def2-TZVPD

Structure (XYZ):
```
39
Properties=species:S:1:pos:R:3
H 3.653 0.969 -0.676
H 2.668 -4.501 1.666
S -1.739 1.144 -0.466
H -0.413 -4.633 0.112
H -2.258 -2.406 1.110
H 0.943 -0.126 3.422
H -0.118 -4.298 -1.613
H -0.526 -0.852 4.131
C -4.662 -1.344 0.230
Cl 1.375 1.033 -1.292
C 2.758 1.350 -0.199
C 2.956 -3.034 -1.486
H 3.105 -2.802 1.757
H -6.287 -2.627 0.543
H -4.730 1.660 -0.364
Tc -0.090 -0.356 0.484
O -0.730 -0.299 2.176
H 0.821 -5.509 -0.764
C 0.356 -4.526 -0.657
Si 1.653 -3.278 -0.197
N -2.203 -1.890 0.236
H -2.179 -2.543 -0.545
H -4.916 -3.398 -0.268
C 2.285 -3.487 1.533
H 3.720 -2.322 -1.168
C -5.202 -2.691 0.512
H 1.504 -3.347 2.284
N -4.424 0.714 -0.181
H 2.790 2.416 -0.009
Cl 2.508 0.495 1.334
H 3.465 -3.984 -1.668
H -4.849 -3.062 1.475
C -0.144 -0.074 3.475
O 0.773 -1.752 -0.173
C -3.181 0.266 -0.145
N -5.344 -0.260 0.045
H -0.462 0.909 3.816
N -3.307 -1.050 0.127
H 2.545 -2.701 -2.440
```

Its charge is +2. The calculation puts the LUMO energy (alpha / beta) at -7.97 / -8.03 eV. Its gap between HOMO and LUMO (alpha / beta) is 7.88 / 8.01 eV. The spin multiplicity is 4.

Here is what Mulliken gives for the atomic charges, in e:
1. H 0.379
2. H 0.395
3. S -0.260
4. H 0.314
5. H 0.288
6. H 0.233
7. H 0.332
8. H 0.263
9. C 0.882
10. Cl -0.019
11. C -0.339
12. C -0.978
13. H 0.300
14. H 0.352
15. H 0.197
16. Tc 0.867
17. O -0.395
18. H 0.387
19. C -1.045
20. Si 0.084
21. N -0.717
22. H 0.295
23. H 0.341
24. C -0.947
25. H 0.316
26. C -1.250
27. H 0.309
28. N 0.256
29. H 0.393
30. Cl -0.044
31. H 0.365
32. H 0.335
33. C -0.600
34. O -0.182
35. C 0.438
36. N -0.635
37. H 0.300
38. N 0.455
39. H 0.332

***

Record 8
Formula: C5H13N2
Source: OMol25
Level of theory: wB97M-V/def2-TZVPD

Structure (XYZ):
```
20
Properties=species:S:1:pos:R:3
C 0.889 0.477 0.616
H 0.323 2.714 -1.099
C 1.547 -0.790 1.148
N 0.453 1.865 -1.561
H 0.547 -2.137 -0.312
H -0.661 -1.374 2.384
H -1.154 -2.620 1.059
H 0.866 1.316 1.292
H 1.640 -0.658 2.363
H 2.605 -0.778 0.601
N -2.535 0.659 -0.980
H -1.807 1.350 -0.929
C 0.715 0.706 -0.772
H -2.102 -0.298 -1.067
H -1.425 -0.810 0.809
C -0.819 -1.683 1.361
H 0.785 -0.131 -1.430
H -3.106 0.945 -1.813
C 0.497 -1.567 0.692
H 1.082 1.958 -2.352
```

Its charge is +1. The calculation puts the LUMO energy at -5.40 eV. Its gap between HOMO and LUMO is 7.82 eV.

Here is what Mulliken gives for the atomic charges, in e:
1. C -0.208
2. H 0.232
3. C -0.146
4. N -0.439
5. H 0.395
6. H 0.343
7. H 0.380
8. H 0.368
9. H 0.317
10. H 0.222
11. N -0.662
12. H 0.235
13. C -0.362
14. H 0.184
15. H 0.212
16. C -0.862
17. H 0.374
18. H 0.270
19. C -0.124
20. H 0.270